[1]
{"formula": "C4H11N2O", "method": "ωB97M-V/def2-TZVPD", "symbols": ["C", "C", "N", "N", "H", "H", "H", "H", "H", "H", "H", "C", "C", "O", "H", "H", "H", "H"], "coordinates": [[1.784, 0.388, 1.669], [1.267, 0.251, 0.434], [0.756, -0.864, -0.113], [2.369, 1.696, 2.038], [1.827, -0.341, 2.460], [1.196, 1.128, -0.206], [0.042, -0.773, -0.829], [0.708, -1.691, 0.461], [3.365, 1.757, 1.826], [2.252, 1.920, 3.025], [1.905, 2.422, 1.499], [-3.235, -1.514, -1.714], [-2.271, -0.659, -1.453], [-1.285, -0.363, -2.392], [-4.058, -1.667, -1.032], [-3.229, -2.140, -2.596], [-2.168, -0.119, -0.516], [-1.227, 0.570, -2.560]], "atomic_forces_ev_per_a": [[0.00, -0.04, 0.00], [-0.35, 0.21, 0.29], [-0.09, -0.07, 0.27], [0.04, -0.12, -0.36], [0.07, -0.14, -0.12], [0.13, -0.02, -0.04], [0.36, -0.07, -0.22], [-0.05, -0.07, -0.10], [0.17, -0.02, 0.07], [-0.12, -0.05, 0.08], [-0.04, 0.33, 0.00], [-0.18, -0.55, 0.10], [-0.13, 0.76, -0.37], [0.45, -1.19, 0.43], [0.25, -0.09, 0.29], [-0.04, 0.35, -0.27], [-0.30, 0.10, -0.04], [-0.19, 0.67, -0.03]], "nbo_charge": [-0.259, 0.074, -0.753, -0.660, 0.233, 0.197, 0.433, 0.401, 0.436, 0.446, 0.438, -0.420, 0.074, -0.730, 0.221, 0.223, 0.162, 0.487], "total_energy_ev": -9345.9018, "homo_lumo_gap_ev": 8.87, "total_charge": 1, "e_above_lowest_ev": 2.955, "largest_force_ha_per_bohr": 0.0262}



[2]
{"formula": "C4H11N2O", "method": "ωB97M-V/def2-TZVPD", "symbols": ["O", "C", "C", "C", "C", "N", "N", "H", "H", "H", "H", "H", "H", "H", "H", "H", "H", "H"], "coordinates": [[2.881, 1.001, -0.848], [2.325, 0.891, 0.209], [1.088, -0.031, 0.247], [-0.181, 0.587, 0.886], [-1.536, 0.271, 0.268], [-1.560, -1.146, -0.248], [0.696, -0.427, -1.116], [2.522, 1.506, 1.104], [1.200, -1.013, 0.728], [-0.193, 1.677, 0.957], [-0.201, 0.283, 1.947], [-1.771, 0.912, -0.584], [-2.330, 0.421, 0.992], [-2.331, -1.293, -0.903], [-1.735, -1.810, 0.501], [-0.644, -1.166, -0.806], [0.409, 0.335, -1.719], [1.363, -0.996, -1.614]], "atomic_forces_ev_per_a": [[0.44, 0.27, 0.62], [-0.95, -0.21, -0.53], [-1.35, -0.57, -0.95], [0.03, 0.50, 1.55], [-0.03, -0.30, -0.43], [-2.03, 0.28, 0.27], [-0.29, -0.31, -0.57], [0.35, -0.16, -0.05], [0.77, 0.49, 0.34], [0.49, 0.09, -0.22], [-0.01, 0.01, -0.37], [0.18, -0.09, 0.01], [-0.04, -0.08, 0.07], [-0.02, 0.16, 0.05], [0.55, -0.20, 0.05], [0.95, -0.34, 0.09], [0.52, 0.26, 0.03], [0.46, 0.17, 0.03]], "nbo_charge": [-0.466, 0.422, -0.160, -0.446, -0.221, -0.727, -0.842, 0.147, 0.225, 0.248, 0.236, 0.221, 0.243, 0.429, 0.429, 0.454, 0.390, 0.416], "total_energy_ev": -9346.9915, "smiles": "N[C@@H](C=O)CC[NH3+]", "homo_lumo_gap_ev": 10.50, "total_charge": 1, "e_above_lowest_ev": 1.865, "largest_force_ha_per_bohr": 0.0403}